Record 1
DFT (ωB97M-V/def2-TZVPD) results for a cluster of 5 separate species, C35H61ClN6O17PS in total.

Results
Highest occupied orbital energy: -11.28 eV
Orbital gap: 0.278 Ha
Net charge: +1
Maximum force: 4.13 eV/A

Structure (XYZ):
```
122
Properties=species:S:1:pos:R:3:forces:R:3:mulliken_charge:R:1
C -3.60517 -2.83763 -0.33113 0.356 0.011 -0.344 -1.473
C -3.82097 -1.69246 0.71137 -0.174 -0.066 1.069 0.613
C -3.14444 -1.99440 2.13357 -0.298 -1.436 -1.059 -1.138
C -3.45995 -0.23121 0.23328 -0.900 -0.086 -0.036 -0.654
C -2.36247 -0.07204 -0.86930 0.636 1.443 0.180 -1.322
C -0.94626 0.46924 -0.35954 -0.548 -0.185 -1.257 -0.635
C -0.87898 2.05501 -0.31647 -0.642 -1.189 -1.455 -0.153
Cl -2.25677 2.86895 0.48004 0.942 -0.272 -0.235 -0.035
N 0.48764 2.36748 0.20996 -0.289 -0.270 0.401 0.240
C 1.06491 3.69154 -0.15777 2.252 1.345 -0.178 -0.587
O 0.16510 4.78494 -0.12479 0.015 -1.960 1.120 0.027
N 0.27934 5.43388 -1.37659 -0.968 0.423 -1.849 0.098
O -0.76974 5.60446 -1.84820 0.594 0.319 0.936 -0.352
C 0.64790 1.99767 1.67550 1.114 0.160 1.489 -1.291
C 0.29607 3.14723 2.67731 -0.714 0.448 1.680 -0.523
C 0.79749 2.76202 4.14647 1.036 -0.600 -0.653 -0.660
S 1.34941 4.30007 5.03742 0.121 -0.233 0.542 -0.125
C 1.84522 3.69546 6.66300 0.461 -0.286 -0.070 0.480
N 2.92611 3.94107 7.41553 -2.823 -0.889 -1.812 -0.302
N 2.73923 3.16654 8.52912 -2.172 -1.536 0.716 -0.330
C 1.58461 2.49959 8.42276 2.066 1.422 -0.466 0.038
O 0.95723 2.80197 7.22577 1.417 0.326 1.065 -0.207
C -0.04747 0.61525 1.98494 -1.643 -0.779 0.883 -0.259
O -1.26258 0.86903 2.75020 0.877 0.157 -0.126 -0.516
P 1.01321 -0.45820 3.17111 2.771 1.008 0.537 0.397
O 2.49137 -0.31779 2.93891 -1.293 -0.247 -0.143 -0.682
N -0.42667 -0.21678 0.83836 1.131 0.326 -0.150 1.852
C 0.58902 -1.22614 0.48391 -1.328 -0.719 0.110 -0.829
C 0.16369 -2.59931 0.63687 2.713 -0.858 -0.964 -0.531
C 1.16921 -3.63516 0.27169 0.285 4.112 -0.321 -0.892
C 2.41950 -3.04707 -0.21693 -0.517 -0.634 0.255 -0.509
C 2.69319 -1.62483 -0.32826 -1.275 -1.639 0.321 -0.504
N 1.75238 -0.71169 0.02188 -0.032 -1.750 -0.182 0.034
H -4.30608 -2.69019 -1.19197 0.564 -0.172 0.624 0.418
H -2.56140 -2.86799 -0.76451 -0.974 0.129 0.518 0.118
H -3.78198 -3.86667 0.08777 -0.053 1.092 -0.199 0.436
H -4.92691 -1.68526 0.93979 1.087 0.019 -0.361 0.417
H -3.86597 -1.79157 2.96095 0.827 0.187 -0.567 0.319
H -2.97444 -3.11313 2.14304 -0.064 1.081 0.314 0.368
H -2.14961 -1.50494 2.24987 -0.936 -0.212 -0.010 0.124
H -4.41022 0.22778 -0.16960 1.002 -0.461 0.261 0.455
H -3.23370 0.37109 1.15812 0.041 -0.588 -1.052 0.259
H -2.13588 -0.96524 -1.49481 -0.458 0.480 0.704 0.609
H -2.71777 0.72677 -1.58773 0.346 -0.901 0.548 0.328
H -0.24073 0.19785 -1.20653 -0.565 0.533 0.791 0.479
H -0.88647 2.37120 -1.39820 -0.059 -0.114 1.176 0.794
H 1.10381 1.67365 -0.27006 -0.317 0.089 0.236 0.453
H 1.93251 3.90459 0.52654 -0.907 -0.465 -0.410 0.453
H 1.52307 3.58900 -1.18417 -0.701 0.060 0.879 0.429
H 1.76031 1.81451 1.79262 -1.064 0.069 -0.261 0.612
H 0.77648 4.13600 2.46403 -0.222 -0.951 -0.402 0.598
H -0.79976 3.34465 2.79654 0.980 -0.298 -0.587 0.212
H 1.73762 2.15656 3.99371 -0.941 0.351 0.495 0.382
H 0.03437 2.19061 4.72486 0.633 0.617 -0.512 0.468
H 1.16220 1.77471 9.14804 0.277 0.756 -0.890 0.374
H -1.36851 0.16852 3.41836 -0.226 0.290 -0.377 0.499
H 0.54317 -1.80135 3.22020 -0.421 0.586 -0.215 0.157
H 0.74727 0.08871 4.47466 -0.661 -0.398 -0.693 0.097
H -0.84511 -2.90263 1.00274 1.002 0.676 -0.336 0.389
H 0.97381 -4.72579 0.32951 0.283 0.956 -0.061 0.617
H 3.22508 -3.75179 -0.54076 -0.770 0.777 0.344 0.375
H 3.67176 -1.29052 -0.74533 -1.019 -0.166 0.533 0.391
C -7.37790 -9.74939 0.11625 0.160 -0.012 -0.282 -1.114
C -7.38589 -8.37384 0.75244 -0.463 -0.486 0.151 -0.166
O -6.21540 -7.62811 0.38559 0.107 0.350 -0.115 -0.365
C -6.24332 -7.07697 -0.83105 -0.051 -0.294 0.184 0.698
O -7.14912 -7.13911 -1.61972 0.162 0.129 0.059 -0.540
O -5.07176 -6.45217 -1.03029 -0.048 0.059 0.086 -0.220
C -4.93359 -5.88432 -2.33181 0.106 0.163 -0.318 -0.734
H -6.44780 -10.27328 0.34675 -0.083 0.010 0.143 0.294
H -8.21847 -10.34446 0.47565 0.036 0.046 0.028 0.361
H -7.44513 -9.68117 -0.97044 -0.108 0.055 0.058 0.315
H -7.36219 -8.47467 1.83827 0.263 0.189 -0.072 0.292
H -8.29157 -7.81923 0.49954 0.167 0.051 -0.159 0.310
H -5.77591 -5.23579 -2.57388 -0.037 -0.178 -0.005 0.360
H -4.83459 -6.67596 -3.07583 -0.167 0.064 -0.012 0.364
H -4.02377 -5.28482 -2.34024 0.002 -0.120 0.249 0.156
C 0.46256 5.74709 -4.74210 -0.076 0.138 -0.122 -0.654
C 1.85697 5.16517 -4.87076 -0.277 0.101 0.381 -0.133
O 2.28298 5.14131 -6.23514 0.214 -0.065 -0.014 -0.376
C 2.71558 6.31394 -6.72137 -0.072 0.022 -0.221 0.740
O 2.78406 7.34995 -6.11265 0.005 -0.184 0.005 -0.546
O 3.04050 6.13438 -8.00462 -0.025 -0.079 0.311 -0.344
C 3.44385 7.33056 -8.67450 0.163 0.309 -0.315 -0.629
H -0.23508 5.22128 -5.39819 0.053 -0.095 0.084 0.323
H 0.10638 5.67252 -3.71272 0.157 0.060 -0.554 0.001
H 0.44566 6.79747 -5.03560 0.093 -0.024 0.094 0.314
H 1.85195 4.12726 -4.52924 0.117 -0.047 -0.308 0.258
H 2.57635 5.70590 -4.25117 -0.014 0.109 -0.185 0.325
H 4.23963 7.83962 -8.13091 -0.160 -0.011 0.074 0.298
H 2.58614 7.99111 -8.80583 0.087 0.035 0.129 0.293
H 3.82031 7.04867 -9.65608 -0.103 -0.230 0.123 0.228
C 3.43149 -10.17918 -1.15728 -0.276 -0.088 0.127 -1.096
C 3.38485 -8.89958 -1.96814 0.550 -0.264 0.257 -0.119
O 2.10802 -8.73581 -2.60175 -0.219 0.290 0.030 -0.374
C 1.12837 -8.28427 -1.81579 0.119 -0.275 -0.181 0.776
O 1.22760 -7.99412 -0.64846 -0.047 0.151 -0.162 -0.562
O 0.00717 -8.22266 -2.54458 0.200 0.114 0.108 -0.344
C -1.14489 -7.83205 -1.79991 -0.405 0.054 0.082 -0.467
H 3.14761 -11.03430 -1.77391 0.144 0.057 -0.058 0.294
H 4.43325 -10.34617 -0.75898 -0.019 0.025 -0.057 0.362
H 2.73135 -10.14177 -0.32148 0.086 0.093 0.006 0.307
H 4.12448 -8.94841 -2.76823 -0.287 0.056 -0.154 0.298
H 3.62726 -8.02744 -1.35722 -0.226 -0.031 0.008 0.250
H -0.97026 -6.90236 -1.25704 0.074 -0.137 0.065 0.152
H -1.43168 -8.62935 -1.11345 0.064 0.139 0.090 0.326
H -1.95888 -7.67210 -2.50514 0.209 -0.105 -0.144 0.202
C 5.97506 9.12330 2.55088 -0.245 0.204 -0.090 -1.112
C 5.57196 7.66255 2.56670 0.676 0.220 -0.026 -0.194
O 4.17434 7.51532 2.86135 -0.325 -0.211 -0.176 -0.306
C 3.34401 7.74319 1.84205 0.298 0.184 0.292 0.714
O 3.65907 8.03955 0.71808 -0.171 -0.180 0.058 -0.561
O 2.08731 7.59933 2.29100 0.058 -0.196 -0.086 -0.307
C 1.08779 7.89675 1.31829 -0.338 0.119 -0.122 -0.602
H 5.68066 9.61235 3.48165 0.120 -0.111 0.039 0.297
H 7.05373 9.22336 2.42346 -0.037 -0.048 0.030 0.363
H 5.48207 9.65939 1.73865 0.077 -0.095 -0.046 0.310
H 6.11260 7.14414 3.35949 -0.329 -0.056 0.071 0.300
H 5.82265 7.16612 1.62696 -0.221 0.085 -0.020 0.299
H 1.25000 7.33427 0.39820 0.155 0.166 0.012 0.131
H 1.07341 8.96742 1.11258 0.072 -0.087 -0.138 0.415
H 0.12196 7.61048 1.73307 0.178 -0.030 0.212 0.237
```
Positions in Å, forces in eV/Å.

Record 2
DFT (ωB97M-V/def2-TZVPD) results for a cluster of 12 separate species, C35H61N12O13 in total.

Results
Highest occupied orbital energy: -9.59 eV
Energy relative to the best compared isomer or geometry (same formula, charge and spin): 1.416 eV
Orbital gap: 0.147 Ha
Net charge: +1
Maximum force: 18.04 eV/A

Structure (XYZ):
```
121
Properties=species:S:1:pos:R:3:forces:R:3:mulliken_charge:R:1
C 57.04800 42.17200 25.40500 -0.546 2.471 -4.084 -1.959
C 58.50200 42.82600 25.15600 -1.785 -4.293 0.464 1.335
C 59.36800 41.64000 24.49500 -2.617 -1.361 -2.640 0.246
C 60.62400 42.09300 23.81200 -10.015 -4.600 -14.283 -3.082
C 60.31100 43.20200 22.72200 -7.256 -1.616 6.439 -2.048
C 59.60400 44.44500 23.44700 0.659 0.717 -3.557 1.818
N 58.43600 43.98200 24.30800 -1.632 3.484 2.225 1.479
O 57.46700 44.73000 24.51400 3.107 -2.239 -1.506 -0.180
C 58.94300 45.31100 22.33600 -0.392 4.025 -0.731 -0.254
C 60.62500 45.36000 24.19200 2.767 -1.187 1.098 -1.684
C 59.06800 43.09200 26.52800 2.903 6.597 -0.595 -2.123
H 56.29300 42.70200 26.00900 0.751 -0.044 -0.187 0.348
H 57.33700 41.27200 25.75700 0.519 -2.975 1.851 0.783
H 56.60200 41.87300 24.36400 0.566 0.932 1.746 0.269
H 58.69700 41.09000 23.65700 1.143 1.475 1.828 0.239
H 59.56100 40.80800 25.18700 -0.118 0.673 0.415 -0.173
H 61.09900 41.35700 23.10900 -0.379 -0.111 1.533 0.157
H 61.12700 42.36200 24.44000 11.019 5.636 11.820 2.014
H 59.61900 42.90900 21.95200 -0.352 -0.796 -0.127 0.348
H 61.10300 43.46400 22.29300 6.704 2.787 -3.337 1.280
H 58.60400 46.33700 22.81400 0.647 -1.931 -0.715 -0.330
H 57.96200 44.95700 21.85400 1.840 -0.155 0.544 -0.211
H 59.73300 45.76900 21.52500 -1.801 -1.806 1.974 0.333
H 61.38400 46.06500 23.64100 -1.987 -1.776 0.102 0.272
H 61.27500 44.80200 24.94000 -0.318 -0.237 -1.369 0.366
H 60.22800 45.95800 24.93700 -1.810 1.762 0.925 0.467
H 58.86800 42.46600 27.29600 -0.200 -3.339 1.465 0.899
H 58.72000 44.04000 27.16800 0.199 -1.141 -2.203 0.251
H 60.17700 43.36400 26.32500 -1.475 -0.944 1.124 0.172
N 57.89600 48.65400 23.51400 -0.035 2.075 1.792 0.100
C 58.19400 49.04300 22.20600 5.817 -1.960 1.883 -0.510
C 59.70100 48.96700 22.03600 -5.092 -0.703 8.461 -1.050
C 60.29600 48.79700 23.48300 -9.615 0.380 -1.293 -0.625
C 59.05900 48.72600 24.41700 2.110 -0.434 -6.972 -0.726
H 56.84300 48.69600 23.85900 3.178 -0.234 -0.708 0.323
H 57.40900 49.12600 21.51900 -0.744 0.133 -0.975 0.449
H 60.34800 49.19600 21.33100 2.262 1.003 -3.841 0.641
H 61.26100 48.77600 23.80300 2.524 0.049 0.665 0.711
H 59.03100 48.59900 25.46100 -0.374 -0.284 0.816 0.732
N 54.20700 49.13900 23.98500 0.781 -0.278 -0.014 -0.002
C 54.77600 48.85300 25.18400 1.001 -7.439 -3.586 -0.664
C 55.23900 47.44100 25.13500 -0.769 2.298 -1.653 -0.478
C 54.98700 46.99800 23.74400 -1.285 2.846 -0.187 0.223
C 54.28200 48.14900 23.02300 2.309 -2.456 2.251 -0.674
H 54.07200 50.12800 23.93900 -0.831 0.337 -1.298 0.238
H 54.65900 49.52500 25.89300 -0.116 2.801 3.526 0.503
H 55.76900 46.89400 25.96200 -0.795 0.648 -1.167 0.291
H 55.29700 46.02300 23.27100 -0.573 1.340 0.694 0.089
H 54.00400 48.28600 21.94900 0.221 -0.111 1.443 0.348
N 55.09400 41.01200 32.07100 0.090 0.920 -2.073 0.023
C 55.04400 41.93900 31.04100 0.591 1.786 -1.788 -0.602
C 55.91100 41.57400 29.90000 -0.845 -3.410 3.985 -0.233
C 56.48800 40.22100 30.31200 -4.609 2.731 5.062 -0.491
C 55.80800 39.94300 31.83100 3.823 4.510 -10.079 -0.651
H 54.83700 41.09100 33.00700 -1.386 1.045 1.424 0.204
H 54.39800 42.91100 31.10400 1.483 -2.185 0.197 0.286
H 55.96800 42.11000 28.92900 0.037 -0.533 1.053 0.428
H 57.01300 39.43400 29.85900 0.702 -0.462 -0.884 0.544
H 55.81000 39.10200 32.31500 0.198 -4.321 3.062 0.508
N 59.20700 37.86800 24.92000 0.650 2.524 8.632 0.091
C 60.44700 38.35100 25.09600 -0.757 -0.252 6.788 -0.621
C 60.58700 38.54800 26.59100 -0.424 -0.273 -0.766 -0.498
C 59.30300 38.35500 27.22100 -1.179 -2.111 -5.408 -0.279
C 58.35000 37.85400 26.03400 3.416 1.868 2.985 -0.530
H 58.88700 37.66800 24.12600 -3.249 -1.928 -8.201 0.066
H 61.12000 38.54300 24.34600 1.346 0.003 -1.628 0.598
H 61.53600 38.67600 27.26400 -1.807 0.097 -1.958 0.286
H 59.08600 38.25300 28.27600 -0.055 0.262 -0.202 0.527
H 57.22200 37.69900 26.02500 2.019 -0.037 -0.326 0.371
N 65.01100 44.99300 28.26200 0.951 0.811 -0.677 -0.026
C 64.71200 43.91600 29.03000 -5.052 -0.345 -1.326 -0.724
C 63.23500 43.67200 28.91600 3.867 3.314 -0.859 -0.506
C 62.71000 44.79500 28.14200 1.489 -0.005 0.426 0.420
C 63.83500 45.55000 27.66800 0.252 1.363 0.890 -0.712
H 66.06400 45.28800 28.12600 -3.363 -0.525 0.170 0.288
H 65.43300 43.39100 29.58300 0.806 -0.616 0.371 0.431
H 62.65500 42.91900 29.37000 -0.279 -0.691 0.580 0.432
H 61.61300 45.08500 28.16800 1.682 -0.332 -0.621 0.133
H 63.94000 46.64800 27.20700 -0.489 -2.975 1.004 0.262
C 53.29000 40.46000 24.26600 -0.872 -2.133 -2.757 -0.613
N 53.17800 38.93800 24.21700 0.995 -4.111 -0.730 0.697
O 54.31200 38.28700 24.35400 -4.792 2.457 -0.475 -0.456
O 52.03400 38.37100 23.96500 4.920 2.646 1.181 -0.465
H 53.32200 40.78600 23.15900 0.131 -0.169 2.236 0.224
H 53.99600 40.74100 24.97400 2.325 0.242 0.301 0.219
H 52.44000 40.67600 24.80300 -2.660 1.070 0.276 0.397
C 59.06400 43.59100 30.99700 3.935 -2.092 -0.117 -0.722
N 58.58000 44.79400 30.47800 -1.661 2.845 2.049 0.968
O 57.77700 45.43200 31.13900 -0.943 -0.728 0.575 -0.579
O 59.10500 45.30200 29.55400 1.827 0.361 -3.618 -0.441
H 59.67800 43.91000 31.88800 -0.062 -0.334 -1.165 0.288
H 59.70500 43.03800 30.17200 -1.460 1.070 2.006 0.203
H 58.31100 43.04900 31.46200 -1.634 -1.272 0.193 0.298
C 60.57000 39.05200 19.71800 1.997 -3.268 -0.799 -0.901
N 60.13400 40.18700 20.52000 -1.702 0.183 -3.551 0.749
O 59.96900 41.20600 19.88000 1.003 1.269 -0.230 -0.432
O 59.63100 40.00900 21.56500 -0.331 -0.821 3.631 -0.383
H 60.09100 39.07600 18.72200 -0.445 0.118 0.904 0.340
H 60.38900 38.01600 20.26800 0.453 2.524 -1.100 0.299
H 61.64300 39.16500 19.37300 -0.970 -0.054 1.083 0.315
C 58.39800 48.08600 28.78400 -0.280 1.745 -0.719 -0.834
N 59.73500 47.90000 28.25000 2.985 -0.052 0.425 0.839
O 59.93000 47.38300 27.17800 -0.591 -0.386 -0.970 -0.350
O 60.67700 48.23600 28.98100 -1.346 -0.037 -0.606 -0.578
H 57.65000 47.44900 28.22900 0.915 0.803 1.160 0.145
H 58.25200 49.20800 28.74000 -0.342 -1.236 -0.463 0.337
H 58.71000 47.97400 29.79400 -1.358 -0.888 1.268 0.430
C 54.94600 43.91300 20.69500 -0.371 -1.015 -1.917 -0.925
N 55.77800 42.96000 21.45700 -0.808 -1.821 -0.125 0.737
O 56.89800 42.66200 21.12200 1.104 1.420 -0.682 -0.438
O 55.18400 42.26000 22.23500 -1.179 -0.022 1.596 -0.384
H 54.75000 43.29500 19.73800 -0.414 1.061 1.654 0.305
H 55.56500 44.67200 20.35800 1.439 1.533 -0.578 0.383
H 54.09700 44.39500 21.20000 0.226 -1.106 0.101 0.321
C 59.92900 44.21000 18.44500 2.055 -6.087 3.220 -0.544
N 61.40700 44.46900 18.39000 3.014 -3.103 -1.474 0.846
O 61.98100 44.01400 17.33900 -1.841 1.810 2.729 -0.510
O 62.04300 44.87700 19.36100 -1.525 0.015 -1.160 -0.502
H 59.59100 44.86300 17.84000 -2.931 4.356 -4.539 0.560
H 59.57800 44.40300 19.43500 -0.029 0.069 0.673 -0.003
H 59.63700 43.08000 18.13400 1.198 2.886 0.629 0.181
```
Positions in Å, forces in eV/Å.